# 1
C19H21F2NO3S in the gas phase in a non-equilibrium geometry, computed with ωB97M-V/def2-TZVPD.

The geometry in XYZ format:
```
47
Properties=species:S:1:pos:R:3:forces:R:3:mulliken_charge:R:1
C -3.68706 -2.54759 4.50225 -5.2 9.2 -2.0 -1.66
C -4.35681 -1.27943 5.26723 16.4 1.9 -8.0 -0.99
C -4.67430 -0.15087 4.28789 15.6 -7.4 1.6 -1.82
C -3.28268 0.55800 3.67855 2.2 1.5 0.2 -0.37
H -3.45270 1.80679 3.40962 0.3 -3.7 0.5 0.25
H -2.31719 0.50761 4.39803 -2.7 0.4 -0.7 0.36
O -2.69732 -0.19053 2.55232 -4.5 -1.6 2.0 -0.27
C -1.86530 0.22502 1.66575 0.8 4.2 4.9 1.66
C -0.95254 1.21208 2.06058 1.4 0.1 -1.9 -0.82
C 0.19461 1.51177 1.48224 -0.7 -4.6 -5.8 -1.34
C 0.48180 0.63083 0.13203 3.7 5.6 4.1 0.34
C -0.39008 -0.20792 -0.32896 -3.4 2.4 6.2 -1.40
C -1.52829 -0.32309 0.60810 -0.1 -8.9 -11.1 0.19
O -2.26423 -1.63485 -0.01261 2.5 4.4 1.0 -0.49
C -3.60841 -1.74880 0.36661 11.1 -8.9 7.1 -1.09
H -4.05256 -1.00477 0.44341 -7.6 12.1 0.7 0.51
H -3.85114 -2.48636 -0.14937 -3.5 -5.9 -4.9 0.53
H -3.45724 -2.27725 1.47683 -1.4 1.4 -2.2 0.12
H -0.33067 -0.86182 -1.04701 0.3 -3.4 -4.0 0.92
C 1.82784 1.04802 -0.43893 -0.8 -0.3 -3.7 0.44
O 2.68121 1.72652 0.03527 0.4 0.3 1.8 -0.63
N 1.86156 0.72898 -1.84987 -3.4 -0.7 6.3 -0.07
C 2.71133 0.94395 -2.78614 2.0 0.2 -1.4 1.18
C 2.53262 0.63225 -4.06197 -8.5 -0.2 -7.5 -0.13
C 3.14220 0.94055 -5.28934 6.7 2.2 11.4 -0.99
C 4.54531 1.34042 -4.70173 1.1 1.5 -2.5 0.19
C 5.00663 1.80321 -3.33192 -8.8 -4.9 -5.9 -1.04
C 3.89275 1.40504 -2.50802 10.4 5.1 5.8 0.20
H 4.38058 1.71045 -1.39203 -2.6 -1.3 -2.6 0.03
H 5.97304 1.98118 -3.10947 2.8 0.8 0.8 0.49
S 5.78125 1.46416 -6.09784 -0.9 2.2 0.6 -0.20
C 6.34071 -0.12223 -6.15708 1.4 -3.6 1.8 0.34
F 5.33968 -1.08577 -6.40773 1.3 1.0 0.1 -0.25
F 6.87995 -0.53431 -4.84925 -0.9 0.4 -1.7 -0.29
H 7.23664 -0.27382 -6.81261 -1.2 0.2 0.1 0.21
H 3.02148 0.50829 -6.15666 -0.8 -1.6 -4.6 0.54
H 1.28960 0.52172 -4.40906 3.0 -0.7 1.6 0.04
H 0.99784 0.35431 -2.03824 -1.9 -1.1 -1.5 -0.11
H 0.88912 2.20313 1.74927 1.8 1.7 0.9 0.58
H -1.03297 1.57027 2.96902 -1.1 2.2 4.5 0.48
H -5.09893 -0.43089 3.59531 -8.7 -4.2 -12.2 0.95
H -4.80496 0.50802 4.79888 -5.0 13.7 9.8 0.76
H -3.44338 -0.94808 5.90858 -2.1 -0.2 -0.4 0.21
H -5.08359 -1.44636 5.69639 -12.7 -3.4 8.2 0.95
H -3.51012 -3.29556 4.98148 2.0 -8.5 6.3 0.80
H -2.85913 -2.20956 4.05982 3.2 1.3 -1.9 0.34
H -4.40613 -2.78270 3.81037 -1.5 -0.9 -2.2 0.36
```
Forces are in eV/Å.

Output
Kohn-Sham gap in eV: 8.55
Calculated total energy in eV: -43926.787
Energy above the lowest of the compared OMol25 structures with the same formula, charge and spin in kcal per mole: 130.5
Net charge: 0
SMILES: CCCCOc1ccc(C(=O)Nc2ccc(SC(F)F)cc2)cc1OC

---

# 2
C19H21FN2O5S in the gas phase in a non-equilibrium geometry, computed with ωB97M-V/def2-TZVPD.

The geometry in XYZ format:
```
49
Properties=species:S:1:pos:R:3:forces:R:3:mulliken_charge:R:1
C -0.49289 -1.70809 3.03162 0.0 0.0 -0.1 -1.48
C -0.03599 -1.06652 1.76046 -0.1 -0.1 -0.2 0.60
C 1.00200 -0.15236 1.73397 0.0 0.0 0.0 -0.14
C 1.38661 0.43710 0.54365 0.5 0.4 0.0 -0.51
C 0.74638 0.13835 -0.63944 0.0 0.0 0.0 -1.02
C -0.29516 -0.77494 -0.63885 -0.1 -0.1 0.0 -0.69
C -0.68032 -1.38329 0.55125 0.4 0.2 0.2 1.13
O -1.69020 -2.29954 0.65512 0.1 0.1 0.2 -0.57
C -2.36874 -2.69619 -0.51375 -0.1 -0.2 -0.4 -0.73
C -3.25968 -1.59878 -1.11758 0.3 -0.2 0.3 0.62
O -3.54441 -1.58433 -2.29267 0.0 -0.1 -0.2 -0.65
N -3.67477 -0.71614 -0.17934 0.1 0.0 0.7 0.01
C -4.46998 0.41921 -0.33415 -0.2 0.3 0.0 0.06
C -5.04817 0.80933 -1.53718 0.0 -0.1 -0.1 -0.32
C -5.82827 1.95126 -1.59196 0.0 0.1 0.1 -0.71
C -6.04651 2.71958 -0.46131 0.0 0.0 -0.1 -0.41
C -5.47809 2.34804 0.74659 0.1 -0.2 0.1 -0.62
C -4.70248 1.21090 0.79167 -0.1 0.0 -0.1 0.65
F -4.13899 0.82942 1.96805 0.0 0.0 -0.2 -0.31
H -5.62665 2.92443 1.64557 0.0 0.0 0.1 0.43
H -6.65678 3.60725 -0.51367 -0.1 0.1 0.0 0.37
H -6.27074 2.24087 -2.53232 0.0 0.0 -0.1 0.39
H -4.87902 0.21188 -2.41723 0.0 0.0 0.0 0.48
H -3.33991 -0.87509 0.76526 0.0 0.0 -0.3 0.19
H -3.01501 -3.52443 -0.20450 0.1 0.1 -0.1 0.39
H -1.68394 -3.06477 -1.28545 -0.1 0.1 0.1 0.39
H -0.80188 -0.99427 -1.56512 0.0 0.0 -0.1 0.40
H 1.05946 0.62986 -1.54537 0.0 0.0 -0.2 0.46
S 2.74846 1.58889 0.51211 0.0 -0.4 -0.2 1.41
O 2.41335 2.71213 -0.31094 0.0 -0.1 -0.3 -0.75
O 3.19727 1.83524 1.85477 -0.1 -0.3 0.1 -0.72
N 3.88794 0.67604 -0.33931 -0.8 0.5 0.3 0.03
C 4.44275 -0.39715 0.45929 0.4 -0.5 0.2 -0.36
H 3.61570 -0.98795 0.85680 0.1 -0.1 0.1 0.33
C 5.33338 -1.25664 -0.44168 -0.3 0.0 0.2 -0.74
H 5.84002 -2.02820 0.14010 -0.1 0.0 0.0 0.35
O 6.34583 -0.49036 -1.04625 0.2 0.0 0.1 -0.38
C 5.80201 0.56476 -1.80664 -0.2 0.3 0.0 -0.62
H 6.65060 1.11148 -2.21970 -0.1 0.0 0.0 0.36
C 4.93990 1.47904 -0.93680 0.3 0.3 -0.3 -0.54
H 4.46094 2.25939 -1.52706 0.2 0.0 -0.1 0.42
H 5.56332 1.94274 -0.15865 0.0 0.0 -0.1 0.33
H 5.18882 0.15789 -2.62422 0.1 0.1 0.0 0.34
H 4.70783 -1.72752 -1.21544 0.1 0.0 0.1 0.35
H 5.02959 0.00756 1.29609 0.0 -0.1 0.0 0.29
H 1.52300 0.12466 2.63727 0.0 0.0 0.2 0.47
H 0.19253 -1.48201 3.84255 0.0 0.0 0.1 0.42
H -1.48372 -1.34222 3.29884 -0.1 0.0 0.1 0.28
H -0.56542 -2.78650 2.90553 0.0 -0.1 0.1 0.34
```
Forces are in eV/Å.

Output
Kohn-Sham gap in eV: 9.46
Calculated total energy in eV: -46813.957
Energy above the lowest of the compared OMol25 structures with the same formula, charge and spin in kcal per mole: 2.1
Net charge: 0
SMILES: Cc1cc(S(=O)(=O)N2CCOCC2)ccc1OCC(=O)Nc1ccccc1F

---

# 3
A gas-phase ion, C19H21FN3 (charge +1) in a non-equilibrium geometry, computed with ωB97M-V/def2-TZVPD.

The geometry in XYZ format:
```
44
Properties=species:S:1:pos:R:3:forces:R:3:mulliken_charge:R:1
F -0.61554 -4.99017 -1.74449 -0.1 1.5 0.0 -0.31
C -0.65748 -3.61644 -1.84092 0.0 -0.6 0.0 0.16
C -0.82701 -3.05229 -3.09977 0.2 0.3 0.1 -0.71
C -0.83246 -1.65935 -3.20276 0.0 -0.2 0.3 -0.74
C -0.69615 -0.86221 -2.06241 0.1 0.0 0.0 -0.64
C -0.49257 -1.44503 -0.81038 0.0 -0.3 -0.1 1.16
C -0.35659 -0.57104 0.44415 -0.4 -0.5 0.6 -0.50
C 0.39751 -1.21377 1.60194 0.4 0.3 0.2 -0.28
C 0.04504 -0.87083 2.91869 0.1 -0.7 -0.3 -0.55
C 0.48728 -1.67865 3.96933 0.1 0.2 -0.2 -0.71
C 1.30822 -2.78179 3.70067 0.1 0.0 -0.1 -0.53
C 1.83371 -2.97470 2.41912 -0.1 0.5 0.0 -0.86
C 1.43438 -2.12291 1.38382 -0.1 -0.3 0.1 -0.10
C -0.49432 -2.84604 -0.69165 -0.1 -0.1 -0.3 -0.66
H -0.92195 -3.67556 -3.98360 0.0 0.0 0.2 0.46
H -0.91942 -1.19187 -4.18036 -0.1 -0.1 0.2 0.42
H -0.76283 0.22831 -2.14700 0.2 -0.4 -0.1 0.28
H -1.38200 -0.44185 0.83059 0.3 0.1 0.0 0.81
H -0.57551 0.01136 3.09662 -0.1 -0.4 0.0 0.42
H 0.17464 -1.44470 4.98833 0.1 -0.2 -0.3 0.41
H 1.56825 -3.48474 4.49017 0.0 0.3 -0.1 0.41
H 2.53230 -3.78145 2.19603 -0.1 0.3 0.2 0.41
H 1.89417 -2.20093 0.38803 -0.5 -0.3 0.4 0.49
H -0.36663 -3.33953 0.27325 -0.1 0.1 -0.4 0.61
C 2.00749 2.30753 0.09288 0.6 0.2 0.2 -0.88
C 1.57246 0.89718 -0.23533 -0.2 0.1 -0.4 -0.26
N 0.17585 0.75850 0.20978 -0.9 1.2 -1.1 0.57
C -0.65774 1.76797 -0.15939 0.3 -0.6 0.2 0.31
N -0.22964 2.98734 -0.49335 0.1 -0.6 0.0 0.08
C 1.17307 3.32349 -0.66524 0.2 0.3 -0.1 -0.58
C -1.33804 3.84254 -0.87926 0.4 0.9 -0.3 -0.70
C -2.56222 2.97104 -0.67389 -0.9 0.1 0.0 -0.54
N -2.00163 1.71077 -0.22456 0.4 -1.0 0.3 -0.10
H 1.90570 2.48243 1.17593 0.1 -0.1 -0.3 0.32
H 3.06278 2.43232 -0.17477 -0.2 0.1 0.1 0.40
H 1.61405 0.70753 -1.32920 0.1 0.0 0.5 0.28
H 2.18765 0.15442 0.27681 -0.2 0.1 0.0 0.35
H 1.34260 4.33161 -0.27044 -0.1 -0.2 -0.1 0.36
H 1.43286 3.34243 -1.73898 -0.2 -0.1 0.3 0.31
H -1.36725 4.73708 -0.24697 0.1 -0.2 -0.1 0.34
H -1.22132 4.17566 -1.91706 0.0 -0.1 0.1 0.36
H -3.21424 3.39406 0.09508 0.0 -0.1 -0.2 0.34
H -3.13761 2.84836 -1.59671 0.1 -0.1 0.2 0.32
H -2.51986 0.83390 -0.18271 0.3 0.6 -0.1 0.28
```
Forces are in eV/Å.

Output
Kohn-Sham gap in eV: 9.61
Calculated total energy in eV: -27226.326
Energy above the lowest of the compared OMol25 structures with the same formula, charge and spin in kcal per mole: 0.0
Net charge: +1
SMILES: Fc1cccc([C@@H](c2ccccc2)N2CCCN3CC[NH+]=C32)c1